This record from OMol25 describes a gas-phase ion, C3H7INS (charge +1) at a distorted geometry. The level of theory is ωB97M-V with the def2-TZVPD basis set.

Element x y z (Å)
C (-0.32349, 0.82241, 0.47565)
C (-0.33956, -0.30554, 1.55350)
C (0.56599, -0.89228, -1.30401)
N (0.53001, 0.48121, -0.74036)
S (-0.64294, -1.94526, 0.96683)
I (-0.78049, -0.94292, -2.94802)
H (-1.35016, 0.83569, 0.06916)
H (-0.00743, 1.84943, 0.78263)
H (0.52633, -0.36005, 2.07238)
H (-1.15725, -0.08676, 2.42900)
H (1.37804, -1.48297, -1.49514)
H (0.20914, 1.15769, -1.46662)
H (1.39180, 0.86935, -0.39501)

Forces on atoms 1 to 6 (eV/Å):
-1.981 -1.009 0.048
-4.121 1.398 0.300
-3.936 1.931 -0.856
0.423 0.696 0.211
-0.017 -0.206 -0.223
0.455 -0.174 0.710

## Properties
LUMO level (spin up / spin down)	-3.68 / -6.34	eV
gap between HOMO and LUMO (spin up / spin down)	8.6 / 6.8	eV
total charge	+1
2S+1	3